The molecule C20H21F2N3O6S at a distorted geometry, computed with ωB97M-V with the def2-TZVPD basis set.

Each line ends with the Mulliken charge.
Geometry (Å):
C1 5.7259 1.1205 0.4467  -1.506
C2 4.5401 2.0302 0.1301  0.802
C3 3.4804 1.9390 1.2250  -1.398
C4 3.9350 1.6956 -1.2428  -1.277
N1 3.3374 0.3821 -1.2716  -0.114
C5 2.0182 0.2044 -1.3136  0.463
O1 1.1767 1.0560 -1.4993  -0.729
N2 1.5869 -1.1390 -1.1359  0.031
C6 2.3010 -2.2099 -0.7193  0.790
O2 3.5036 -2.2255 -0.5596  -0.708
C7 1.4510 -3.4532 -0.4584  -0.635
O3 0.0755 -3.1358 -0.3414  -0.318
C8 -0.4890 -3.2326 0.8814  0.503
O4 0.0870 -3.6639 1.8460  -0.620
C9 -1.8887 -2.7471 0.8747  0.120
C10 -2.7054 -3.0436 1.9640  -0.700
C11 -4.0156 -2.6033 1.9707  -0.739
C12 -4.5106 -1.8561 0.9159  -0.809
C13 -3.6928 -1.5451 -0.1702  0.324
N3 -4.1794 -0.8115 -1.2453  -0.220
S1 -3.2798 0.3235 -2.1024  1.178
O5 -4.2099 0.8821 -3.0309  -0.709
O6 -2.0773 -0.2823 -2.5727  -0.610
C14 -2.9088 1.5366 -0.8317  0.098
C15 -3.9756 2.2104 -0.2656  -0.790
C16 -3.7479 3.1256 0.7467  -0.647
C17 -2.4498 3.3467 1.1781  0.036
F1 -2.2280 4.2255 2.1643  -0.313
C18 -1.3832 2.6717 0.5903  0.173
F2 -0.1371 2.9057 1.0128  -0.205
C19 -1.6086 1.7568 -0.4259  -0.025
C20 -2.3797 -1.9999 -0.1886  -0.081
H1 6.4751 1.1748 -0.3403  0.376
H2 5.4070 0.0859 0.5521  0.316
H3 6.1907 1.4243 1.3815  0.418
H4 4.8984 3.0635 0.0719  0.338
H5 3.1578 0.9086 1.3594  0.202
H6 3.8828 2.2930 2.1709  0.483
H7 2.6103 2.5399 0.9729  0.297
H8 3.1461 2.4100 -1.4876  0.447
H9 4.7123 1.7448 -2.0119  0.391
H10 3.9188 -0.4190 -1.0481  0.317
H11 0.5879 -1.2618 -1.2671  0.144
H12 1.8075 -3.9374 0.4583  0.422
H13 1.5714 -4.1432 -1.2995  0.302
H14 -2.3014 -3.6213 2.7802  0.497
H15 -4.6593 -2.8376 2.8047  0.400
H16 -5.5360 -1.5157 0.9252  0.362
H17 -5.1590 -0.5778 -1.2149  0.274
H18 -4.9719 2.0329 -0.6370  0.459
H19 -4.5542 3.6736 1.2074  0.448
H20 -0.7709 1.2712 -0.9080  0.873
H21 -1.7648 -1.7723 -1.0417  0.871

Cartesian forces, eV/Å:
-0.12 0.30 -0.08
-0.10 -0.20 -0.07
0.15 0.16 -0.17
0.05 0.46 0.08
0.55 -0.13 0.09
0.02 -0.59 -0.01
-0.24 0.36 -0.08
-0.43 0.37 -0.18
-0.28 -0.27 0.14
0.23 -0.22 0.04
0.52 -0.31 0.25
-0.08 0.05 -0.40
0.15 -0.13 0.46
-0.13 0.06 -0.18
-0.41 0.16 0.08
0.24 -0.03 -0.10
0.02 -0.02 -0.04
0.08 0.10 -0.23
0.49 -0.35 0.56
0.03 0.55 -0.93
-0.56 0.11 0.58
-0.18 0.08 0.14
0.21 0.02 0.22
0.00 -0.38 -0.46
-0.11 0.14 0.06
0.17 -0.10 -0.05
0.07 -0.09 -0.09
0.10 -0.14 -0.15
-0.25 -0.01 0.00
-0.11 0.06 0.03
0.16 0.10 0.06
0.06 -0.18 0.17
0.13 -0.04 -0.06
-0.02 -0.17 0.05
0.08 -0.05 0.10
-0.01 -0.03 -0.05
-0.06 -0.12 0.05
0.01 0.00 0.13
-0.14 0.06 0.02
0.14 -0.04 -0.05
-0.08 0.06 0.02
-0.26 -0.04 -0.07
0.23 0.11 0.09
0.00 0.17 -0.27
-0.03 0.12 0.10
0.03 -0.04 0.08
-0.05 -0.02 0.06
-0.12 0.06 0.02
-0.08 0.12 -0.12
-0.18 0.04 0.03
-0.06 0.06 0.05
0.11 -0.05 0.05
0.06 -0.12 0.00

Values from the calculation:
SMILES	CC(C)CNC(=O)NC(=O)COC(=O)c1cccc(NS(=O)(=O)c2ccc(F)c(F)c2)c1
E_HOMO	-9.171	eV
multiplicity	1
strongest force on any atom	1.08	eV Å⁻¹
E_tot	-1988.42846	Eh